A structure of composition C61H69CaIN9O3Se. Source: the Open Molecules 2025 dataset; level of theory: the ωB97M-V functional and the def2-TZVPD basis.

Element x y z (Å)
Ca (0.419991, 0.105050, 0.805127)
N (1.220658, 4.942864, 2.138625)
C (1.992186, 4.046996, 2.873901)
C (3.350594, 4.343363, 3.061244)
C (4.121981, 3.446883, 3.769317)
C (3.534199, 2.294880, 4.280591)
C (2.178802, 2.121902, 4.070542)
N (1.414959, 2.976314, 3.388945)
C (-0.017498, 4.744026, 1.527304)
C (-0.819778, 5.868533, 1.281656)
C (-2.027759, 5.683261, 0.643802)
C (-2.417868, 4.396612, 0.285483)
C (-1.550555, 3.359777, 0.577907)
N (-0.365633, 3.522588, 1.165265)
H (1.593786, 5.873329, 2.063609)
H (3.783301, 5.235923, 2.625432)
H (5.179597, 3.634683, 3.908032)
H (4.106544, 1.550939, 4.816398)
H (1.665080, 1.248812, 4.458270)
H (-0.497604, 6.852243, 1.600519)
H (-2.668436, 6.532847, 0.440590)
H (-3.362045, 4.198608, -0.202362)
H (-1.795810, 2.335677, 0.326776)
C (-1.696291, 0.475977, -3.382764)
C (-0.912983, 1.198961, -4.261922)
C (0.164237, 1.911724, -3.762979)
C (0.426314, 1.875479, -2.398328)
N (-0.318899, 1.162810, -1.549269)
C (-1.357111, 0.485236, -2.038165)
C (1.564838, 2.620031, -1.792594)
C (2.258178, 3.615793, -2.478159)
C (3.302436, 4.261451, -1.840587)
C (3.622968, 3.894964, -0.544086)
C (2.881405, 2.889338, 0.055964)
N (1.874796, 2.267584, -0.548851)
H (-2.546812, -0.107636, -3.704721)
H (-1.124016, 1.202913, -5.324372)
H (0.804695, 2.463821, -4.435067)
H (-1.948649, -0.093918, -1.341357)
H (1.989266, 3.889486, -3.487750)
H (3.858951, 5.036103, -2.353140)
H (4.433561, 4.363083, -0.001629)
H (3.109222, 2.544511, 1.055820)
I (-3.486179, -1.504032, 4.362136)
C (-1.835871, -1.208344, 2.945460)
H (-1.231098, -2.094269, 3.105751)
H (-1.351894, -0.334601, 3.364266)
C (1.954809, -4.016037, -2.238103)
C (1.697525, -4.120284, -0.876018)
C (1.284760, -3.001916, -0.156432)
C (1.109968, -1.720687, -0.719095)
C (1.381161, -1.680059, -2.100358)
C (1.789174, -2.781142, -2.852141)
H (2.275051, -4.880982, -2.809690)
H (1.814151, -5.077468, -0.375731)
H (1.101666, -3.141963, 0.908940)
H (1.279497, -0.738244, -2.641410)
H (1.985149, -2.674375, -3.915807)
C (6.712969, -2.419847, -2.851973)
C (6.738589, -1.181672, -1.993330)
C (7.595513, -0.136725, -2.327393)
C (7.634858, 1.028989, -1.578337)
C (6.815233, 1.149460, -0.468774)
C (5.960246, 0.112684, -0.118153)
N (5.094533, 0.291787, 0.998361)
C (5.133832, -0.572909, 2.076827)
C (6.361525, -1.105056, 2.499165)
C (6.433161, -1.939324, 3.596744)
C (5.286489, -2.274029, 4.312049)
C (4.070352, -1.770574, 3.887917)
C (3.968579, -0.927831, 2.783902)
C (2.599913, -0.481832, 2.362427)
O (1.576949, -1.021068, 2.832108)
O (2.522376, 0.463665, 1.512089)
C (5.900030, -1.061358, -0.877270)
C (4.920461, -2.135737, -0.497468)
H (7.435483, -2.335499, -3.663925)
H (5.726276, -2.580729, -3.290690)
H (6.953471, -3.314789, -2.274822)
H (8.235949, -0.240902, -3.196223)
H (8.301098, 1.835937, -1.857318)
H (6.818630, 2.041659, 0.145023)
H (4.137942, 0.567139, 0.780373)
H (7.255813, -0.845159, 1.946020)
H (7.396405, -2.333544, 3.899601)
H (5.342265, -2.928136, 5.172166)
H (3.147671, -2.035597, 4.388708)
H (5.238209, -2.667091, 0.403468)
H (4.782391, -2.866022, -1.289260)
H (3.938586, -1.709024, -0.285930)
C (-3.155410, -4.661604, 0.270661)
C (-1.745833, -4.511190, -0.293008)
C (-1.643308, -4.576090, -1.817260)
C (-2.050449, -3.305594, -2.557014)
N (-3.446939, -2.914930, -2.376360)
C (-3.799155, -1.737732, -1.796278)
Se (-2.376421, -1.003947, 1.097031)
N (-5.156192, -1.793790, -1.717242)
C (-5.935405, -0.726109, -1.123629)
C (-6.732500, 0.102733, -2.126454)
C (-5.885085, 0.793455, -3.198619)
C (-5.513594, -0.091898, -4.386446)
C (-5.664054, -2.968082, -2.244190)
C (-6.954880, -3.456077, -2.385116)
C (-7.105329, -4.691535, -2.997216)
C (-5.999265, -5.410109, -3.456829)
C (-4.708304, -4.925143, -3.306213)
C (-4.554058, -3.693773, -2.683845)
H (-3.121912, -4.798945, 1.352876)
H (-3.671961, -5.523536, -0.164357)
H (-3.756076, -3.769073, 0.094149)
H (-1.109218, -5.303307, 0.113837)
H (-1.322031, -3.564752, 0.051981)
H (-2.208771, -5.437716, -2.188947)
H (-0.599775, -4.744432, -2.093277)
H (-1.848113, -3.410303, -3.627740)
H (-1.457035, -2.470079, -2.182491)
H (-5.206678, -0.096978, -0.610533)
H (-6.590452, -1.149726, -0.357401)
H (-7.263427, 0.860488, -1.542267)
H (-7.503706, -0.505824, -2.610434)
H (-4.978559, 1.194265, -2.733189)
H (-6.442675, 1.655017, -3.577437)
H (-4.823906, -0.887572, -4.108745)
H (-5.042946, 0.498018, -5.175804)
H (-6.403843, -0.563584, -4.810284)
H (-7.812051, -2.898901, -2.030301)
H (-8.097991, -5.104417, -3.123328)
H (-6.152230, -6.367753, -3.937554)
H (-3.856671, -5.488217, -3.660645)
C (-4.063708, 3.647173, 5.238955)
N (-2.849840, 3.176067, 4.619542)
C (-1.619715, 3.441685, 5.334897)
C (-2.814385, 2.358016, 3.522229)
C (-4.109902, 2.086428, 2.793082)
O (-1.762072, 1.897095, 3.122287)
H (-3.928219, 4.682290, 5.563731)
H (-4.330155, 3.049720, 6.118655)
H (-4.894864, 3.621794, 4.541533)
H (-1.627295, 2.960960, 6.318915)
H (-1.496982, 4.519345, 5.479280)
H (-0.785136, 3.061234, 4.750362)
H (-4.866839, 1.663713, 3.452603)
H (-3.883384, 1.367037, 2.007074)
H (-4.499732, 3.009963, 2.355967)

Forces on the atoms, in the same order (eV/Å):
Ca -0.47 0.36 -0.34
N -0.01 0.16 -0.01
C 0.08 0.05 0.07
C -0.03 -0.04 -0.03
C 0.01 -0.03 0.03
C 0.01 0.06 0.02
C -0.05 0.01 0.00
N -0.03 0.01 0.05
C 0.04 0.02 0.04
C -0.03 -0.04 0.01
C -0.03 -0.04 0.00
C 0.05 0.06 0.04
C 0.08 -0.06 -0.02
N 0.03 -0.03 -0.03
H -0.01 -0.04 -0.01
H -0.01 0.01 -0.01
H 0.00 -0.01 0.00
H 0.01 0.00 -0.01
H 0.00 -0.04 -0.01
H 0.00 0.00 0.01
H 0.00 0.00 -0.01
H 0.00 0.01 -0.01
H -0.17 -0.03 -0.02
C 0.03 0.01 -0.03
C 0.01 -0.01 -0.01
C 0.01 0.01 0.01
C 0.01 0.03 0.03
N -0.25 -0.09 -0.08
C 0.03 0.00 -0.03
C 0.00 -0.02 -0.06
C -0.02 0.02 0.04
C 0.02 -0.01 0.04
C -0.01 0.02 -0.01
C 0.01 -0.06 -0.04
N 0.13 -0.08 0.07
H -0.04 -0.02 0.01
H -0.01 0.00 0.00
H 0.02 0.02 0.01
H -0.02 -0.02 0.04
H -0.04 0.01 0.00
H 0.00 0.01 0.00
H 0.02 0.00 -0.01
H -0.01 0.00 -0.07
I -0.04 0.04 0.02
C -0.03 -0.06 -0.03
H -0.02 0.00 -0.01
H 0.02 0.04 -0.02
C 0.05 0.00 0.01
C 0.08 0.04 0.01
C 0.11 0.02 0.05
C 0.09 -0.17 -0.19
C 0.01 0.03 -0.01
C 0.04 0.00 0.02
H 0.00 0.00 0.00
H 0.00 0.00 0.00
H -0.02 0.00 0.00
H -0.01 0.01 0.00
H -0.01 0.00 0.00
C 0.00 -0.01 -0.01
C 0.01 -0.02 0.02
C -0.01 0.00 0.00
C -0.01 -0.01 -0.01
C -0.02 -0.01 0.02
C 0.03 0.05 0.03
N 0.03 0.08 -0.02
C 0.09 0.03 0.07
C -0.02 0.00 -0.03
C -0.01 -0.01 0.02
C 0.02 0.00 0.00
C -0.01 0.01 -0.04
C -0.10 -0.12 0.12
C -0.01 0.02 0.08
O -0.04 0.00 -0.04
O 0.48 0.05 0.18
C 0.03 -0.02 -0.05
C -0.06 0.01 -0.07
H 0.00 0.00 0.00
H 0.00 0.01 0.00
H 0.00 0.01 0.01
H 0.00 0.01 0.00
H 0.01 0.00 0.00
H 0.01 0.00 0.00
H -0.01 -0.04 0.01
H 0.01 -0.01 0.00
H 0.00 0.00 0.00
H 0.00 0.00 0.00
H 0.00 0.00 0.00
H 0.02 0.00 -0.02
H -0.01 -0.02 -0.03
H -0.03 -0.02 0.01
C -0.04 -0.02 -0.01
C -0.01 0.03 0.00
C -0.02 -0.01 -0.02
C -0.03 0.01 0.04
N -0.04 0.04 -0.04
C 0.06 -0.01 -0.11
Se 0.04 0.09 0.25
N 0.03 0.02 0.10
C 0.07 0.03 0.02
C -0.02 0.02 0.02
C 0.00 0.03 -0.01
C -0.01 0.00 -0.01
C -0.01 -0.02 -0.01
C 0.01 0.00 0.01
C -0.01 0.00 0.00
C 0.00 0.00 0.00
C 0.00 0.00 0.00
C 0.00 -0.02 -0.01
H 0.01 0.00 0.01
H 0.00 -0.02 0.00
H 0.00 -0.01 0.00
H -0.01 0.00 0.00
H -0.04 -0.04 0.00
H -0.01 0.00 0.00
H -0.04 0.01 0.02
H -0.01 -0.02 -0.01
H 0.01 -0.03 -0.03
H -0.02 -0.01 0.03
H -0.04 -0.01 -0.04
H -0.01 0.00 -0.02
H 0.02 -0.03 0.01
H 0.02 -0.03 -0.01
H -0.01 0.00 0.01
H 0.00 -0.01 0.02
H 0.01 0.00 0.01
H -0.01 0.01 -0.01
H 0.00 0.01 0.00
H 0.00 -0.01 0.00
H 0.00 -0.01 0.00
H 0.00 0.00 0.00
C 0.00 0.02 0.02
N -0.04 0.06 -0.02
C 0.04 -0.01 0.01
C -0.06 0.02 0.00
C 0.01 0.02 -0.02
O 0.15 -0.12 0.02
H 0.00 0.00 0.00
H 0.00 0.00 0.00
H -0.01 -0.01 -0.01
H 0.01 -0.01 0.00
H -0.02 0.00 0.01
H -0.02 0.01 0.01
H -0.01 -0.04 0.01
H -0.01 -0.01 0.01
H 0.00 0.00 0.01

- Net charge: -1
- LUMO energy: 2.126 eV
- Spin multiplicity: 1
- Frontier orbital gap: 6.219 eV
- DFT total energy: -6461.37126 hartree